# C37H31F4N12O3Tl

A molecular structure, C37H31F4N12O3Tl (ωB97M-V with the def2-TZVPD basis set, OMol25).

Geometry as XYZ:
```
88
C37H31F4N12O3Tl (ωB97M-V with the def2-TZVPD basis set)
Tl -0.34868 1.03792 -1.02699
C -6.62689 -0.26423 -1.64127
C -6.35116 0.73857 -0.72479
C -5.20156 1.49444 -0.83932
C -4.29983 1.27511 -1.89021
C -4.59854 0.27075 -2.81673
C -5.73599 -0.49718 -2.67730
N -3.12527 1.99470 -1.91774
C -2.79798 2.77435 -2.91301
C -3.67245 3.06806 -4.01227
C -3.38277 4.02795 -4.92790
C -2.19106 4.77917 -4.82341
C -1.31003 4.51675 -3.81758
C -1.55231 3.50451 -2.85267
N -0.67991 3.23806 -1.87802
N 0.28637 4.09214 -1.68187
C 1.26406 3.77736 -0.82508
C 2.13763 4.82246 -0.43706
C 3.16036 4.55622 0.43063
C 3.31879 3.25194 0.91229
C 2.42379 2.28712 0.50054
N 1.43676 2.52692 -0.34955
H -7.51982 -0.86679 -1.54379
H -7.04351 0.93878 0.08402
H -5.00922 2.28793 -0.12514
H -3.90302 0.09243 -3.62230
H -5.92912 -1.28479 -3.39089
H -4.59606 2.50823 -4.07336
H -4.07067 4.23071 -5.74153
H -1.98350 5.55022 -5.55490
H -0.38752 5.06835 -3.71882
H 1.94513 5.81012 -0.82586
H 3.82760 5.34265 0.75774
H 4.11077 3.00396 1.59994
H 2.48774 1.28206 0.89208
N -2.31825 0.70922 0.45623
C -2.71946 -0.67798 0.24378
C -2.42782 -1.23170 -1.16745
O -3.13169 -2.14129 -1.59811
N -1.36447 -0.72136 -1.76393
C -0.95639 -1.17476 -3.06172
C -0.11582 -0.13577 -3.86366
O 0.12930 -0.40276 -5.03320
O 0.29817 0.89726 -3.25584
H -2.15837 0.90423 1.43843
H -3.01007 1.34934 0.07844
H -3.78808 -0.84019 0.43226
H -2.15989 -1.32224 0.92999
H -1.82248 -1.44678 -3.67438
H -0.31012 -2.05800 -2.96430
F 0.68771 -3.86524 4.55014
C 1.50198 -2.80797 4.78408
C 2.35145 -2.88846 5.86247
F 2.30310 -4.01939 6.60718
C 3.24342 -1.85745 6.22662
C 3.21122 -0.74952 5.35288
C 2.36672 -0.67539 4.26753
F 2.42739 0.43468 3.48131
C 1.45214 -1.68844 3.93621
C 0.54310 -1.59377 2.82725
C 0.46831 -0.55661 1.94082
N 0.31483 0.26099 1.12204
C -0.39729 -2.58348 2.53353
N -1.19049 -3.36285 2.22513
F 4.03844 0.30202 5.57849
C 4.07537 -1.93716 7.37610
C 4.94436 -0.93360 7.78954
N 5.68752 -0.15604 8.21473
C 4.08330 -3.02319 8.24740
N 4.15121 -3.87595 9.02561
C 3.23233 -2.48116 0.54182
C 2.47757 -2.86718 -0.74148
C 3.45590 -2.90296 -1.92207
C 1.81917 -4.23515 -0.54850
N 1.38440 -1.95358 -1.06791
N 1.71173 -0.58639 -1.24599
H 3.88863 -3.29058 0.85179
H 2.52478 -2.28898 1.34449
H 3.84307 -1.59118 0.39415
H 4.18825 -3.69270 -1.77089
H 3.99014 -1.95801 -2.01273
H 2.92131 -3.08827 -2.85040
H 2.57054 -5.01052 -0.41496
H 1.20964 -4.47631 -1.41536
H 1.17568 -4.22113 0.32914
H 0.64902 -2.01866 -0.36848
H 2.05273 -0.44814 -2.19575
H 2.41467 -0.25645 -0.58033
```

Calculated values
Total charge = -2
Max |F| = 2.1 eV/A
Highest occupied orbital energy = -1.81 eV
E_LUMO = 0.0810 Eh

***

# C36H25Cl3FGeN6O2STi

A molecular structure, C36H25Cl3FGeN6O2STi (ωB97M-V with the def2-TZVPD basis set, OMol25).

Geometry as XYZ:
```
76
C36H25Cl3FGeN6O2STi (ωB97M-V with the def2-TZVPD basis set)
Ti 1.01305 -0.55236 0.78522
C 2.10881 -2.26686 3.57422
O 1.45597 -1.11522 2.97300
C 1.19198 -0.05432 3.83366
C 1.68139 0.04439 5.11405
C 1.33808 1.16969 5.85866
C 0.52643 2.16970 5.32571
C 0.04342 2.05681 4.04074
C 0.37431 0.92691 3.28269
N -0.04376 0.70153 1.97497
N -0.97373 1.57652 1.58629
C -1.58514 1.45836 0.42540
C -1.31686 0.46022 -0.66181
O -0.44812 -0.55607 -0.15723
C -2.58605 -0.13885 -1.18295
C -3.68005 0.60530 -1.24852
C -3.70278 1.96668 -0.68666
C -4.74927 2.83715 -0.93626
C -4.77649 4.09048 -0.33630
C -3.77525 4.48176 0.55202
C -2.73725 3.61889 0.82816
C -2.67602 2.37184 0.19017
H 1.47241 -2.64264 4.37263
H 2.22396 -3.00240 2.78968
H 3.08264 -1.96797 3.95236
H 2.32157 -0.71123 5.54285
H 1.71913 1.26363 6.86684
H 0.27961 3.03902 5.91884
H -0.58876 2.81455 3.60596
H -2.53405 -1.14328 -1.58448
H -4.58308 0.22376 -1.70965
H -5.55022 2.53164 -1.59812
H -5.59487 4.76600 -0.55028
H -3.81351 5.45729 1.01750
H -1.94413 3.90636 1.50459
S 2.95884 -6.88318 -2.98574
N 3.30873 -5.35145 -3.33425
C 2.71762 -4.61478 -2.40208
C 2.74718 -3.15847 -2.33026
C 3.36715 -2.35262 -3.29299
C 3.31328 -0.99141 -3.14902
C 2.66888 -0.44985 -2.03799
N 2.07895 -1.19553 -1.11284
C 2.10716 -2.54798 -1.26575
C 1.39509 -3.33969 -0.26449
N 0.78746 -2.66525 0.73938
C -0.00561 -3.32587 1.58482
C -0.17927 -4.69851 1.52122
C 0.50305 -5.40824 0.55667
C 1.30001 -4.72243 -0.36002
C 2.01419 -5.37244 -1.45086
N 2.07036 -6.68146 -1.65890
H 3.87287 -2.81777 -4.13002
H 3.77573 -0.32746 -3.86539
H 2.64954 0.61970 -1.88357
H -0.50084 -2.73668 2.34581
H -0.83317 -5.18775 2.22889
H 0.41704 -6.48550 0.48079
F -3.22897 5.13973 -4.67178
C -2.56061 4.18531 -4.01532
C -2.72513 2.87105 -4.40518
C -2.04148 1.88850 -3.70559
C -1.21650 2.21338 -2.63160
C -0.51689 1.14636 -1.84653
C -1.04705 3.55590 -2.30033
C -1.71904 4.55474 -2.98422
H -3.36986 2.63618 -5.24121
H -2.15948 0.85208 -4.00014
H -0.23477 0.30948 -2.48851
H 0.39654 1.55175 -1.40369
H -0.38102 3.83147 -1.48834
H -1.59887 5.60054 -2.73629
Cl 2.41990 1.25313 0.66026
Ge 3.97077 -0.86469 1.22633
Cl 5.51231 -0.39494 -0.21237
Cl 4.79257 -0.02261 3.04716
```

Calculated values
Spin multiplicity = 2
Total charge = +2
Max |F| = 1.2 eV/A
Highest occupied orbital energy (alpha / beta) = -13.14 / -13.32 eV
E_LUMO (alpha / beta) = -0.2574 / -0.3022 Eh

***

# C7H13NO2PZn

A molecular structure, C7H13NO2PZn (ωB97M-V with the def2-TZVPD basis set, OMol25).

Geometry as XYZ:
```
25
C7H13NO2PZn (ωB97M-V with the def2-TZVPD basis set)
C -1.81827 0.04393 -0.47099
C -2.19823 0.88475 -1.47121
C -1.54310 2.02364 -1.98063
C -0.20519 2.43979 -1.72760
C 0.72031 1.79121 -0.99374
Zn -0.39916 0.96359 0.24244
P -0.62683 -2.07273 0.59484
H -2.52857 -0.74534 -0.17805
H -3.16414 0.70255 -1.96262
H -2.10196 2.62315 -2.70778
H 1.78654 2.01973 -0.99166
H 0.05346 3.34984 -2.29044
H 0.38834 -2.90880 0.03778
H -1.71779 -2.95686 0.35403
H -0.46897 -2.39965 1.98247
N 2.63835 1.77880 3.29610
C 2.61288 0.29778 3.15837
C 1.64763 0.04189 2.01894
O 1.71099 -0.99063 1.34270
O 0.81345 1.03206 1.86868
H 3.29093 2.15699 2.60086
H 2.96698 2.07962 4.21495
H 1.68204 2.12717 3.07460
H 3.61337 -0.07936 2.94524
H 2.22951 -0.13082 4.08502
```

Calculated values
Total charge = -1
Max |F| = 2.6 eV/A
Highest occupied orbital energy (alpha / beta) = -0.68 / -0.65 eV
E_LUMO (alpha / beta) = 0.0681 / 0.0687 Eh

***

# C4H10N3

A gas-phase ion, C4H10N3 (charge +1) (ωB97M-V with the def2-TZVPD basis set, OMol25).

Geometry as XYZ:
```
17
C4H10N3 (ωB97M-V with the def2-TZVPD basis set)
C -0.72962 -2.51632 -0.48366
C -1.16621 1.17720 1.21522
C 0.25999 -0.64491 0.74055
C 0.15248 1.31906 -0.92192
N -0.21506 -1.34961 -0.44578
N 1.41739 0.89836 -1.26690
N -0.24869 0.64628 0.53890
H -1.20210 -2.92941 -1.41441
H -1.03294 -3.21324 0.21051
H -1.65284 2.08333 1.02426
H -1.58652 0.54128 2.04048
H -0.13327 -1.08619 1.75422
H 1.38569 -0.71770 0.88061
H 0.04377 2.32551 -0.70232
H -0.76310 0.93055 -1.42633
H 2.11878 1.72806 -1.17788
H 1.62373 0.17574 -1.89515
```

Calculated values
Total charge = +1
Max |F| = 4.8 eV/A
Highest occupied orbital energy = -13.84 eV
E_LUMO = -0.1600 Eh
SMILES = C=NC[N+](=C)CN